Entry 1:
Entry from the Open Molecules 2025 dataset: the ion C8H10N3S with charge +1 (ωB97M-V/def2-TZVPD).

```
! wB97M-V def2-TZVPD RIJCOSX def2/J DEFGRID3
* xyz 1 1
N -0.971 -1.173 -2.123
C -0.268 -1.345 -1.012
N 0.216 -2.479 -0.476
S 1.362 -2.572 0.916
N 0.698 -1.516 2.067
C 1.076 -0.136 2.057
C 0.658 0.454 0.932
C 1.132 1.728 0.423
C 0.494 2.566 -0.346
C -0.920 2.178 -0.656
C -1.482 0.947 -0.493
C -0.527 -0.121 0.079
H -1.105 -0.131 -2.293
H -1.135 -1.825 -2.932
H 0.347 -3.305 -1.017
H 0.350 -1.830 2.979
H 1.885 0.106 2.735
H 2.146 1.923 0.619
H 0.926 3.523 -0.521
H -1.414 3.073 -1.060
H -2.410 0.609 -0.757
H -1.060 -0.671 0.878
*
```

**Frontier orbital gap**: 8.65 eV
**SMILES**: [NH2+]=C1NSNC=C2C=CC=C[C@@H]12
**Largest force on an atom**: 5.35 eV/Å
**DFT total energy**: -872.953987 a.u.
**Relative energy (zero: lowest compared OMol25 entry of this formula, charge and spin)**: 52.1 kcal per mole


Entry 2:
Entry from the Open Molecules 2025 dataset: a structure of composition C32H41MnN7O2P2 (ωB97M-V/def2-TZVPD).

```
! wB97M-V def2-TZVPD RIJCOSX def2/J DEFGRID3
* xyz 0 2
Mn 0.400 1.099 1.517
O -1.137 2.068 0.863
C -2.149 2.489 1.576
C -2.750 3.719 1.239
C -3.819 4.218 1.950
C -4.343 3.514 3.036
C -3.779 2.303 3.376
C -2.700 1.771 2.664
C -2.147 0.470 3.017
N -1.008 -0.053 2.584
C -0.886 -1.295 3.173
C -1.962 -1.533 3.956
N -2.754 -0.407 3.851
H -2.335 4.254 0.394
H -4.251 5.169 1.666
H -5.173 3.912 3.603
H -4.183 1.769 4.229
H -0.047 -1.936 2.978
H -2.224 -2.373 4.573
H -3.644 -0.268 4.291
C -2.164 -1.198 0.206
P -0.521 -1.906 -0.210
C -0.393 -1.157 -1.901
N -1.055 -1.683 -2.898
C -0.962 -1.101 -4.122
C -1.653 -1.663 -5.221
C -1.566 -1.071 -6.447
C -0.791 0.101 -6.631
C -0.116 0.658 -5.585
C -0.192 0.058 -4.306
N 0.485 0.606 -3.263
C 0.409 0.025 -2.097
P 1.361 0.859 -0.721
C 1.615 2.485 -1.502
C 3.043 0.056 -0.834
C 3.993 0.813 0.099
C 2.934 -1.403 -0.388
C 3.610 0.101 -2.254
C -0.902 -3.714 -0.523
C 0.185 -4.299 -1.427
C -2.287 -4.014 -1.095
C -0.793 -4.381 0.857
H -2.519 -1.642 1.139
H -2.895 -1.373 -0.583
H -2.049 -0.125 0.371
H -2.239 -2.558 -5.054
H -2.093 -1.495 -7.292
H -0.739 0.553 -7.613
H 0.483 1.551 -5.697
H 1.903 2.394 -2.545
H 2.380 3.023 -0.944
H 0.685 3.047 -1.426
H 3.647 0.798 1.130
H 4.133 1.848 -0.219
H 4.971 0.327 0.061
H 2.475 -1.501 0.595
H 3.937 -1.837 -0.348
H 2.348 -1.988 -1.100
H 3.783 1.123 -2.593
H 2.964 -0.393 -2.978
H 4.573 -0.416 -2.257
H 0.118 -3.915 -2.444
H 0.074 -5.386 -1.468
H 1.183 -4.088 -1.035
H -2.454 -3.509 -2.044
H -3.075 -3.722 -0.399
H -2.380 -5.092 -1.256
H 0.210 -4.281 1.277
H -1.015 -5.448 0.760
H -1.504 -3.958 1.571
N 1.416 -3.536 4.937
C 2.013 -2.704 4.396
N 2.753 -1.784 3.794
C 2.193 -0.857 3.119
N 1.769 0.022 2.474
C 1.491 5.101 1.319
O 0.940 3.800 1.080
C 1.373 2.714 1.688
C 2.522 2.935 2.630
H 1.260 5.431 2.331
H 1.002 5.754 0.602
H 2.568 5.116 1.157
H 3.398 3.302 2.084
H 2.788 2.016 3.134
H 2.264 3.695 3.372
*
```

**Frontier orbital gap (spin up / spin down)**: 7.14 / 7.24 eV
**Largest force on an atom**: 0.71 eV/Å
**DFT total energy**: -3611.441654 a.u.


Entry 3:
Entry from the Open Molecules 2025 dataset: a cluster of 3 separate species, C2H4FN3 in total (ωB97M-V/def2-TZVPD).

```
! wB97M-V def2-TZVPD RIJCOSX def2/J DEFGRID3
* xyz 0 1
C 0.227 -1.153 1.164
C 0.139 1.339 -1.190
N -0.043 0.262 -1.559
N 0.535 1.149 1.709
N 0.094 -0.014 1.405
F -0.496 -2.195 -1.616
H 0.096 -2.037 0.609
H -0.301 1.638 1.883
H -0.018 2.268 -0.921
H -0.234 -1.257 -1.483
*
```

**Frontier orbital gap**: 9.63 eV
**Largest force on an atom**: 5.73 eV/Å
**DFT total energy**: -342.592482 a.u.
**Relative energy (zero: lowest compared OMol25 entry of this formula, charge and spin)**: 81.9 kcal per mole


Entry 4:
Entry from the Open Molecules 2025 dataset: a structure of composition C38H34AuN3OP2Te (ωB97M-V/def2-TZVPD).

```
! wB97M-V def2-TZVPD RIJCOSX def2/J DEFGRID3
* xyz 2 1
Au 0.039 1.375 -0.493
C -1.145 5.560 -1.714
C -0.549 4.223 -2.045
O -0.833 3.216 -1.365
N 0.271 4.164 -3.099
C 0.814 2.913 -3.619
C 2.153 2.553 -3.027
C 3.330 2.940 -3.647
C 4.546 2.579 -3.083
C 4.540 1.820 -1.925
C 3.320 1.471 -1.370
N 2.143 1.839 -1.891
H -1.812 5.454 -0.865
H -1.700 5.954 -2.568
H -0.354 6.273 -1.468
H 0.467 5.021 -3.591
H 0.887 2.999 -4.700
H 0.101 2.123 -3.401
H 3.293 3.512 -4.567
H 5.479 2.876 -3.548
H 5.461 1.494 -1.455
H 3.284 0.862 -0.473
Te 0.620 -3.311 1.423
C -1.103 -3.441 2.643
C -1.168 -2.987 3.951
C -2.373 -3.105 4.633
N -3.472 -3.642 4.091
C -3.392 -4.101 2.837
C -2.232 -4.024 2.074
C 0.189 -1.433 0.681
P 0.191 0.128 1.420
C 1.552 0.556 2.492
C 2.456 1.537 2.086
C 3.528 1.877 2.904
C 3.700 1.228 4.119
C 2.792 0.261 4.535
C 1.708 -0.068 3.732
C -1.320 0.392 2.361
C -2.421 -0.450 2.228
C -3.570 -0.203 2.966
C -3.622 0.885 3.830
C -2.525 1.725 3.964
C -1.372 1.487 3.230
P -0.409 -1.134 -0.890
C 0.767 -1.125 -2.237
C 2.076 -1.558 -2.027
C 2.973 -1.550 -3.088
C 2.569 -1.103 -4.340
C 1.260 -0.680 -4.550
C 0.354 -0.687 -3.500
C -1.752 -2.223 -1.319
C -3.046 -1.887 -0.911
C -4.094 -2.764 -1.159
C -3.847 -3.967 -1.811
C -2.563 -4.296 -2.234
C -1.512 -3.420 -2.009
H -0.310 -2.546 4.450
H -2.455 -2.757 5.657
H -4.291 -4.547 2.421
H -2.228 -4.399 1.054
H 2.312 2.060 1.146
H 4.223 2.651 2.596
H 4.539 1.485 4.755
H 2.922 -0.230 5.493
H 0.979 -0.799 4.074
H -2.371 -1.321 1.593
H -4.418 -0.874 2.885
H -4.518 1.072 4.409
H -2.565 2.568 4.644
H -0.516 2.142 3.345
H 2.388 -1.905 -1.050
H 3.987 -1.903 -2.939
H 3.272 -1.103 -5.165
H 0.945 -0.358 -5.535
H -0.673 -0.376 -3.667
H -3.237 -0.940 -0.419
H -5.100 -2.507 -0.852
H -4.664 -4.651 -2.005
H -2.385 -5.234 -2.747
H -0.513 -3.665 -2.353
*
```

**Frontier orbital gap**: 5.47 eV
**Largest force on an atom**: 0.54 eV/Å
**DFT total energy**: -2793.848712 a.u.


Entry 5:
Entry from the Open Molecules 2025 dataset: a cluster of 2 separate species, C3H4NP in total (ωB97M-V/def2-TZVPD).

```
! wB97M-V def2-TZVPD RIJCOSX def2/J DEFGRID3
* xyz 0 1
N 1.766 1.137 1.383
C 0.769 0.963 0.773
P -0.984 1.221 0.074
H -2.129 1.830 0.544
H -1.316 -0.017 0.062
C 1.277 -1.091 -0.933
C 0.251 -1.178 -1.521
H 2.160 -1.342 -0.461
H -0.687 -1.170 -1.998
*
```

**Frontier orbital gap**: 9.08 eV
**SMILES**: N#CP.C#C
**Largest force on an atom**: 4.94 eV/Å
**DFT total energy**: -512.636706 a.u.
**Relative energy (zero: lowest compared OMol25 entry of this formula, charge and spin)**: 87.4 kcal per mole


Entry 6:
Entry from the Open Molecules 2025 dataset: a structure of composition C20H37AlLiNO7 (ωB97M-V/def2-TZVPD).

```
! wB97M-V def2-TZVPD RIJCOSX def2/J DEFGRID3
* xyz 0 1
C -4.747 0.165 -2.482
C -3.244 0.461 -2.150
O -3.025 0.111 -0.787
C -1.639 0.084 -0.453
C -1.339 -1.309 0.214
C 0.167 -1.306 0.716
C 1.018 -1.921 -0.477
C 2.566 -1.876 -0.220
Al 3.260 -3.815 -0.007
H -4.954 0.605 -3.488
H -5.426 0.671 -1.757
H -4.891 -0.935 -2.496
H -3.095 1.578 -2.254
H -2.539 -0.026 -2.868
H -1.332 0.895 0.253
H -1.024 0.070 -1.394
H -1.442 -2.047 -0.621
H -2.070 -1.572 1.005
H 0.215 -1.925 1.637
H 0.524 -0.279 0.972
H 0.699 -1.326 -1.396
H 0.608 -2.950 -0.629
H 3.037 -1.515 -1.178
H 2.861 -1.216 0.630
H 2.775 -4.565 -1.360
H 2.688 -4.539 1.295
H 4.875 -3.829 -0.060
C -0.924 -5.752 4.435
O -2.097 -5.121 4.956
C -2.576 -4.147 4.185
O -2.111 -3.784 3.139
O -3.663 -3.643 4.779
C -4.281 -2.583 4.055
H -0.627 -6.523 5.143
H -1.133 -6.222 3.475
H -0.109 -5.034 4.341
H -4.621 -2.930 3.079
H -3.596 -1.741 3.946
H -5.146 -2.257 4.629
C -3.270 3.684 0.456
C -1.891 4.012 0.998
C -1.287 4.812 -0.143
O -2.366 5.484 -0.792
C -3.609 4.947 -0.315
H -4.002 3.447 1.228
H -3.209 2.831 -0.228
H -1.981 4.640 1.887
H -1.302 3.132 1.262
H -0.806 4.155 -0.884
H -0.553 5.542 0.198
H -4.072 5.697 0.334
H -4.275 4.760 -1.159
C 5.816 2.072 -4.111
C 4.583 1.694 -3.593
C 4.458 1.400 -2.242
C 5.573 1.492 -1.421
C 6.810 1.860 -1.930
C 6.929 2.151 -3.282
N 5.438 1.205 0.007
O 4.345 0.870 0.412
O 6.425 1.321 0.702
H 5.911 2.305 -5.165
H 3.719 1.630 -4.243
H 3.496 1.104 -1.844
H 7.680 1.926 -1.291
H 7.888 2.442 -3.690
Li -0.091 1.434 -1.961
*
```

**Frontier orbital gap**: 4.14 eV
**Largest force on an atom**: 2.06 eV/Å
**DFT total energy**: -1615.381369 a.u.
**Relative energy (zero: lowest compared OMol25 entry of this formula, charge and spin)**: 26.0 kcal per mole


Q: The highest largest force on an atom belongs to which entry?
A: C2H4FN3


Q: Among the records above, which one has the lowest DFT total energy?
A: C32H41MnN7O2P2


Q: Which formula does entry 2 have?
A: C32H41MnN7O2P2


Q: Which formula does entry 4 have?
A: C38H34AuN3OP2Te